(1)
Density functional theory data (ωB97M-V with the def2-TZVPD basis set) for a cluster of 5 separate species, C30H66BClN2O13P in total.

XYZ file:
```
114
Properties=species:S:1:pos:R:3:forces:R:3
Cl -3.261 -3.075 1.318 -0.28 0.80 -1.45
P -3.197 2.452 1.196 0.01 -0.77 -2.49
O 4.585 1.556 2.992 -3.21 -6.14 -5.66
O 4.725 -0.717 2.231 -1.92 1.63 2.37
O 1.617 -0.927 -5.500 0.26 0.37 0.01
O -2.596 3.272 5.152 3.35 -0.31 -0.90
O 2.304 4.719 1.356 0.48 -0.05 -0.38
O 0.318 0.443 0.636 0.84 0.08 1.50
O 2.975 -4.237 -2.723 0.46 0.00 0.35
O 0.222 2.217 -2.316 -1.87 -1.92 0.78
O 6.296 -0.774 4.064 -8.35 -1.83 -2.95
O 3.754 1.501 -6.746 0.47 -0.32 -0.42
O -0.718 3.854 3.561 -2.73 -0.52 0.81
O 0.233 1.193 4.706 -6.68 -1.56 -2.98
O -1.218 -0.701 4.516 -0.45 5.72 -2.83
N -1.931 1.477 3.396 1.91 0.63 0.21
N 1.534 -0.596 2.586 -1.04 -1.11 -1.34
C -0.072 2.840 0.219 1.28 -0.98 -0.73
C -0.098 0.925 -2.951 0.73 -0.82 -1.20
C -4.938 1.857 1.696 -1.62 0.17 1.54
C -1.568 -6.391 -0.914 -0.53 1.58 0.32
C -1.025 0.574 4.167 5.74 -2.63 5.01
C -1.789 1.411 1.887 -0.17 -2.77 0.37
C -5.174 1.650 3.305 0.33 -0.69 0.97
C 3.937 -1.514 4.777 -1.53 -0.25 -0.64
C 0.833 -5.163 -0.345 -0.73 0.54 0.98
C -3.572 -1.883 -0.065 -1.28 2.46 -0.75
C -0.288 1.600 1.298 1.95 2.99 0.52
C -2.015 -5.650 -2.337 0.77 0.04 0.75
C 1.899 5.588 2.398 0.15 0.07 0.07
C -4.330 5.032 1.699 1.32 -0.22 0.80
C 4.099 0.611 2.140 1.96 4.99 4.83
C 2.029 -1.307 0.219 -0.86 1.28 -1.39
C 3.349 2.369 -5.704 0.10 0.21 0.20
C 5.024 -1.001 3.662 7.03 1.71 3.11
C -2.995 4.289 1.019 -1.11 2.66 0.40
C -2.638 -0.498 0.020 1.18 -2.22 -0.93
C -0.760 2.558 -1.260 -1.06 1.83 0.37
C -0.779 -5.201 -0.047 -0.38 -0.25 -0.32
C 0.839 -2.424 0.042 1.38 -1.08 -0.74
C 2.696 -3.724 -4.012 0.12 0.24 0.21
C 1.575 -0.016 1.190 2.45 -2.87 -1.13
C -2.245 -0.164 1.536 -1.60 0.07 0.53
C 2.846 1.011 1.124 0.39 0.93 0.31
C -1.058 1.025 -4.276 -0.06 -0.91 -0.35
C 1.435 -2.029 -6.370 0.11 0.22 -0.11
C 1.459 -3.896 0.539 0.08 -0.21 -0.89
B -1.740 2.847 3.989 1.06 1.36 1.72
H 1.275 -4.024 1.703 0.37 0.06 -2.43
H -4.533 0.728 3.702 -1.30 2.09 -0.92
H -4.825 2.575 3.951 -0.65 -1.81 -1.49
H -0.174 -2.154 0.564 2.08 -0.49 -0.92
H 0.596 -1.098 2.633 1.33 0.95 0.45
H 3.306 1.120 0.043 -1.06 -0.38 2.06
H 0.846 5.405 2.624 0.26 -0.13 -0.13
H -0.751 1.899 -5.007 -0.72 -1.60 1.70
H 3.576 -3.840 -4.650 -0.08 0.06 -0.27
H 2.261 -0.833 -0.850 -0.49 -1.06 2.07
H -1.292 -4.186 -0.406 1.30 -2.12 0.88
H 0.444 1.876 2.201 -2.02 -0.61 -1.48
H -5.755 2.648 1.333 2.08 -1.57 0.54
H 2.631 -3.932 0.322 -2.48 0.33 0.62
H -0.912 -7.348 -1.074 -1.31 1.85 0.36
H 2.225 -1.407 2.573 -1.10 1.42 -0.06
H -1.983 -6.370 -3.260 -0.38 1.42 1.77
H 4.692 1.686 -6.925 -0.57 -0.23 0.04
H -1.239 -4.775 -2.518 -1.59 -1.80 0.16
H 0.937 0.466 -3.325 -2.17 1.10 0.82
H 3.720 -3.724 -2.366 -0.49 -0.31 -0.08
H 3.950 2.175 -4.812 -0.17 0.17 0.14
H -1.229 3.604 -1.591 0.88 -2.18 0.60
H -1.668 1.812 -1.208 2.04 1.28 -0.08
H -0.885 0.020 -4.893 -0.31 2.09 1.35
H -1.464 -0.958 1.906 -1.48 1.90 -0.62
H -3.058 -5.157 -2.135 1.93 -1.03 -0.75
H -2.220 1.033 -4.016 2.53 0.36 -0.48
H 3.242 4.904 1.177 -0.53 -0.23 0.11
H -1.914 3.613 5.828 -1.66 -0.67 -1.48
H 3.026 -1.804 0.576 -1.94 1.11 -0.35
H -3.212 -0.334 2.217 2.14 0.30 -1.42
H 3.253 -2.381 4.331 1.54 1.90 0.77
H -3.190 0.287 -0.627 0.84 -1.07 1.50
H -0.287 3.902 0.659 0.07 -2.21 -0.83
H -4.692 -1.487 0.047 2.33 -1.21 0.00
H 1.861 -4.280 -4.443 0.13 -0.01 0.16
H 2.026 6.625 2.079 -0.06 0.16 0.16
H -2.067 4.805 1.540 -1.82 -1.48 -1.08
H -6.287 1.419 3.607 1.96 0.49 -0.88
H 0.657 -2.679 -5.961 0.10 0.17 0.00
H 1.024 -5.030 -1.507 -0.25 -0.12 2.55
H 2.296 2.186 -5.478 0.16 -0.02 -0.07
H 4.401 -1.933 5.766 -0.25 1.02 -2.31
H -0.563 0.126 -2.234 0.88 1.75 -0.99
H -2.567 -6.612 -0.310 2.22 0.03 -1.35
H -5.294 4.920 1.045 1.92 0.35 1.36
H 2.426 -2.668 -3.935 -0.05 -0.03 -0.27
H -4.452 4.514 2.766 -0.09 1.30 -2.31
H 3.168 -0.660 5.094 1.76 -1.58 -1.08
H -3.019 4.593 -0.127 0.37 -0.77 2.37
H -1.642 -0.785 -0.571 -2.01 0.81 1.29
H 2.500 5.393 3.290 -0.17 0.13 0.15
H 1.101 2.842 -0.009 -2.62 0.04 0.52
H 2.369 -2.590 -6.450 -0.11 -0.20 -0.19
H 1.354 -6.161 0.014 -1.15 1.93 -0.76
H -5.203 0.854 1.142 0.81 1.96 0.98
H -0.930 4.754 3.946 0.17 -1.75 -0.51
H 1.126 -1.670 -7.355 -0.03 -0.23 -0.11
H 2.312 -0.369 -5.888 -0.28 -0.14 0.19
H -1.013 -5.273 1.118 0.68 0.00 -2.49
H -3.507 -2.338 -1.145 0.15 0.42 2.39
H -3.994 6.148 1.879 -1.17 -2.11 -0.50
H 2.506 2.099 1.481 1.07 -2.43 -0.57
H 3.476 3.406 -6.023 -0.12 0.08 0.21
H 0.663 -2.557 -1.130 0.11 0.38 2.50
```
Positions in Å, forces in eV/Å.

Summary:
ΔE to the lowest compared entry with this formula, charge and spin, kcal per mole: 196.2
Highest occupied orbital energy, eV: -4.54
Net charge: -1

=====

(2)
Density functional theory data (ωB97M-V with the def2-TZVPD basis set) for a structure of composition C30H67AlF3N8O10S.

XYZ file:
```
120
Properties=species:S:1:pos:R:3:forces:R:3
S -4.987 -0.991 -1.224 0.13 0.26 0.62
Al -3.957 -4.052 -1.690 0.32 -0.19 -0.06
F -5.919 -6.053 -2.064 0.01 -0.16 -0.06
F -6.585 -4.209 -2.989 -0.02 0.13 -0.10
F -6.788 -4.496 -0.858 -0.06 0.06 0.15
O -1.192 -2.993 2.079 0.14 -0.09 0.41
O -8.138 3.777 -2.572 -0.01 0.02 -0.02
O -5.229 7.676 1.840 0.00 0.01 0.00
O 3.086 -6.256 -4.415 0.10 -0.23 -0.10
O 1.416 0.754 1.106 -0.11 0.12 0.15
O 2.859 -2.502 -2.288 -0.16 0.24 -0.20
O -5.792 -1.697 -0.253 -0.14 -0.02 -0.24
O -4.482 0.303 -0.779 0.03 0.09 -0.23
O 4.027 4.643 4.176 -0.28 0.16 0.16
O 7.222 3.437 1.844 0.14 0.18 0.16
N 4.207 -8.195 -4.546 -0.02 -0.01 -0.01
N -1.789 -0.867 1.753 -0.04 -0.06 0.06
N 7.299 4.113 -0.294 0.03 0.01 0.05
N 0.708 -3.266 -2.688 0.92 -0.12 -0.06
N 6.192 5.019 4.574 -0.09 0.05 -0.03
N -7.576 2.007 -1.305 0.03 0.00 -0.02
N 3.436 1.545 1.662 0.03 0.00 0.02
N -6.595 6.963 0.207 0.00 0.01 -0.02
C 7.882 1.791 0.244 0.00 0.01 0.07
C -7.758 0.989 -0.283 0.13 0.09 -0.08
C 1.674 -2.479 -2.013 -0.30 -0.09 0.22
C -8.433 2.972 -1.697 -0.04 -0.03 0.02
C 4.436 2.165 2.514 -0.08 -0.34 -0.27
C 2.135 1.279 1.941 0.07 -0.01 0.00
C -3.760 -2.002 -1.876 0.01 0.00 -0.19
C -1.006 -1.543 3.981 0.02 -0.06 -0.01
C 7.505 3.971 -1.721 -0.04 0.06 0.02
C 4.889 5.003 4.961 0.32 -0.08 -0.14
C 1.143 -1.556 -0.934 0.10 -0.27 -0.12
C -1.331 -1.872 2.540 -0.08 0.22 -0.31
C -1.631 -5.176 -0.297 0.10 0.22 0.38
C -7.062 6.073 -0.841 -0.04 0.14 0.12
C -0.726 -4.015 -0.747 0.02 -0.28 -0.35
C 4.126 -6.837 -4.650 0.08 0.01 0.02
C 7.448 3.173 0.672 -0.04 -0.06 -0.13
C -2.015 0.520 2.087 -0.03 0.07 -0.08
C -5.494 6.837 0.992 0.01 -0.05 -0.02
C -5.912 -4.688 -1.884 0.06 0.03 0.01
C 0.253 -4.413 -1.850 -0.21 0.60 0.25
C -3.079 -4.729 -0.037 -0.10 0.01 -0.39
C 1.208 -3.765 -3.979 -0.41 -0.21 0.07
C 4.564 5.423 6.376 -0.07 0.01 -0.03
C -4.621 5.622 0.769 0.03 0.04 0.06
C 1.636 1.657 3.319 -0.06 -0.01 -0.05
C 7.348 5.407 5.349 -0.01 -0.06 -0.06
C -9.778 3.029 -1.002 0.00 0.04 -0.05
C 5.378 -6.092 -5.061 -0.04 0.02 0.01
C 5.352 -9.044 -4.780 -0.07 -0.03 0.03
H -9.659 3.190 0.070 -0.01 -0.03 0.01
H 0.588 1.381 3.380 0.00 0.02 -0.02
H 2.193 1.128 4.094 0.01 0.02 0.01
H 5.133 -5.034 -5.086 -0.01 0.00 0.01
H 7.943 1.171 1.133 0.00 0.01 0.01
H 5.618 -9.602 -3.880 0.03 0.02 0.00
H 1.896 -3.048 -4.419 0.00 -0.01 -0.01
H -3.794 5.674 1.470 -0.01 0.01 0.00
H -7.671 -0.007 -0.715 -0.06 -0.04 0.08
H 8.049 4.575 5.446 0.00 0.00 0.02
H -3.194 -4.660 -2.987 -0.08 0.10 -0.07
H -7.135 7.790 0.405 0.01 0.00 0.00
H 8.275 4.659 -2.073 0.02 -0.03 0.00
H -6.690 2.011 -1.791 0.02 0.01 0.05
H 4.870 6.454 6.561 0.02 -0.01 0.02
H 7.819 2.958 -1.953 0.00 0.00 -0.02
H -1.395 1.167 1.463 0.05 -0.01 0.06
H -1.341 -3.197 -1.129 -0.01 -0.05 -0.06
H 1.143 -4.881 -1.403 -0.07 -0.24 -0.15
H -1.888 -1.178 4.509 0.01 0.03 0.00
H -10.335 2.103 -1.150 0.00 -0.01 0.04
H 3.706 1.264 0.733 -0.01 -0.01 0.01
H -3.647 -1.724 -2.928 -0.01 0.08 0.03
H -1.213 -5.596 0.625 0.07 -0.12 -0.09
H -3.061 0.790 1.930 -0.01 -0.03 0.01
H -6.393 5.228 -0.951 -0.02 -0.02 -0.02
H 6.207 -8.443 -5.072 0.01 -0.01 0.00
H -3.074 -3.960 0.740 -0.07 -0.16 0.16
H 7.875 6.239 4.877 -0.01 0.02 0.02
H -1.989 -1.155 0.808 -0.02 0.00 0.02
H -8.057 5.692 -0.611 0.01 -0.05 -0.02
H 7.047 5.717 6.345 0.02 0.01 0.01
H 6.998 5.010 0.055 -0.03 -0.01 0.00
H -1.604 -5.964 -1.056 -0.09 -0.01 0.00
H 6.184 -6.254 -4.345 0.01 -0.01 -0.02
H 5.719 -6.407 -6.048 0.02 -0.01 0.01
H -0.211 -5.129 -2.526 -0.06 0.07 -0.05
H 3.490 5.343 6.509 0.00 0.00 -0.01
H -3.660 -5.590 0.315 -0.02 0.09 0.21
H -2.856 -1.663 -1.361 0.06 -0.13 -0.03
H -6.983 1.092 0.475 -0.03 -0.10 0.04
H 5.152 -9.763 -5.578 0.03 0.02 -0.02
H -4.228 5.600 -0.248 -0.02 -0.03 -0.01
H -5.176 4.699 0.939 0.00 -0.01 -0.04
H 8.858 1.817 -0.241 -0.01 -0.01 -0.03
H 4.010 2.418 3.476 0.00 0.03 -0.01
H 1.697 -4.738 -3.902 0.08 0.32 0.05
H -1.763 0.701 3.129 0.00 0.00 0.00
H -0.656 -2.454 4.457 0.00 -0.01 -0.01
H 6.585 4.177 -2.269 -0.01 -0.04 0.00
H 0.100 -1.302 -1.104 0.02 0.01 0.01
H 1.217 -2.030 0.046 0.04 0.02 0.00
H 5.275 1.481 2.661 0.03 0.04 0.06
H 7.164 1.349 -0.448 0.02 0.00 -0.02
H 5.063 4.779 7.101 0.02 0.02 0.01
H 4.813 3.077 2.061 -0.02 0.06 0.09
H -0.225 -0.782 4.041 -0.03 0.00 0.00
H -5.738 -0.700 -2.318 -0.20 -0.23 0.00
H 1.743 2.729 3.494 0.04 -0.01 0.03
H 3.340 -8.626 -4.265 0.00 0.01 0.01
H 6.341 4.698 3.625 0.08 -0.07 0.01
H 0.337 -3.882 -4.630 0.03 0.01 -0.03
H -10.338 3.855 -1.430 0.01 0.00 -0.01
H 1.752 -0.659 -0.905 0.00 0.01 -0.01
H -0.171 -3.620 0.096 -0.17 0.02 0.14
H -7.115 6.591 -1.799 0.02 -0.05 -0.03
H -8.732 1.083 0.186 -0.02 0.03 -0.02
```
Positions in Å, forces in eV/Å.

Summary:
Highest occupied orbital energy, eV: -5.33
Net charge: -1